1.
42
Properties=species:S:1:pos:R:3:forces:R:3:mulliken_charge:R:1 method="wB97M-V/def2-TZVPD" energy_ha=-1090.44775 charge=-1
C 0.33239 2.42006 3.09371 -0.1774 0.2231 0.2465 -1.349
C 1.27090 1.81945 2.06257 0.0073 0.3050 -1.8734 0.993
C 1.00834 2.19567 0.69655 -0.2230 0.2534 1.3303 -0.975
C 1.87446 1.99258 -0.41579 0.5263 0.1795 -0.2667 0.936
C 3.02903 1.15021 -0.32578 -0.2361 0.0075 -0.1076 -0.495
C 3.83302 0.92098 -1.43124 -0.3378 0.2895 -0.3353 -0.504
C 3.55788 1.55018 -2.65227 -0.0416 0.0902 -0.1842 -0.452
C 2.48388 2.45341 -2.75316 0.2267 -0.4119 0.3221 -0.370
C 1.66510 2.68746 -1.65806 0.0691 -0.3817 0.3215 -0.629
O 2.21145 1.10338 2.44926 0.0703 -0.1955 0.4752 -0.802
H -0.66767 2.56402 2.68179 -0.0571 0.0056 0.0279 0.312
H 0.28398 1.78346 3.97937 0.0340 -0.0183 -0.0250 0.273
H 0.70487 3.40805 3.40070 -0.0155 -0.2070 -0.0025 0.339
H 0.20853 2.92823 0.56884 0.0340 -0.1896 -0.0896 0.081
H 3.25715 0.69113 0.63614 -0.1947 0.1245 -0.3223 0.410
H 4.67440 0.22911 -1.35525 -0.1334 0.2091 0.0001 0.337
H 4.17174 1.34736 -3.52600 -0.0195 0.0304 0.0858 0.331
H 2.28613 2.95358 -3.70346 0.0688 -0.0628 0.2315 0.333
H 0.84524 3.41448 -1.74337 0.2682 -0.3900 0.1253 0.251
C -1.90835 -1.28612 4.51826 0.2251 -0.0804 -0.0216 -1.133
C -0.91304 -1.50558 3.39656 1.3922 -0.2129 0.3370 0.698
C -1.40588 -1.29769 2.01957 0.4314 -0.5251 -1.2190 -0.610
C -0.61090 -1.56779 0.94736 -0.6532 0.0266 1.6320 0.244
C -1.10292 -1.63082 -0.41083 -0.9379 -0.2586 -2.0563 0.833
C -0.39339 -2.38314 -1.40130 -0.4806 0.6067 0.9304 -0.528
C -0.86145 -2.48850 -2.70187 -0.5774 0.3264 -0.3949 -0.440
C -2.05882 -1.84187 -3.08380 0.8530 0.1690 2.5121 -0.025
N -2.52171 -1.93301 -4.41987 -0.9389 -0.2386 -3.0033 0.934
O -3.57751 -1.35121 -4.74045 1.4840 -0.7411 0.7668 -0.606
O -1.86327 -2.59725 -5.24767 -0.8178 0.9361 1.4785 -0.603
C -2.80089 -1.11799 -2.11753 0.5239 -0.4173 -0.3503 -0.538
C -2.34914 -1.03999 -0.80401 0.8628 -0.3361 0.0771 -0.550
O 0.24201 -1.85651 3.62110 -1.3967 0.2768 -0.1006 -0.590
H -2.93625 -1.35068 4.16496 -0.0238 0.0626 0.0369 0.351
H -1.73559 -2.02494 5.29952 0.0196 0.0377 0.0031 0.326
H -1.73051 -0.29548 4.94390 -0.0614 -0.0028 -0.0468 0.246
H -2.47411 -1.08002 1.90235 0.4956 0.0325 -0.0094 0.140
H 0.42331 -1.86840 1.13621 -0.2543 0.2321 -0.0065 0.288
H 0.51813 -2.90537 -1.09242 -0.2699 0.3165 -0.2523 0.377
H -0.31513 -3.04918 -3.45394 -0.0865 0.0762 0.1696 0.441
H -3.71008 -0.62408 -2.43438 0.0193 -0.0750 0.0931 0.447
H -2.94532 -0.51719 -0.04626 0.3228 -0.0722 -0.5354 0.275


2.
84
Properties=species:S:1:pos:R:3:forces:R:3:mulliken_charge:R:1 method="wB97M-V/def2-TZVPD" multiplicity=2 de_lowest_ev=0.000 s2=0.751 charge=-1
C -1.59805 -4.53823 -2.93805 0.7856 0.9537 -1.3811 -1.341
C -1.65791 -3.20739 -3.74367 -0.1550 0.4169 0.0369 -0.187
C -0.44096 -2.86541 -4.67304 0.1969 -2.3352 -0.1448 -0.304
C -0.13654 -4.03474 -5.55968 -0.1373 -0.4591 -0.2879 -0.270
N 0.08715 -4.97175 -6.20259 -0.2141 0.9233 0.5555 -0.377
H -0.60435 -4.58699 -2.49275 -0.2409 -0.1907 0.6213 0.361
H -1.65566 -5.37393 -3.63546 -0.1728 -0.1290 0.0803 0.362
H -2.44139 -4.54725 -2.24755 0.3430 -0.1349 0.1889 0.418
H -1.72333 -2.38493 -3.03138 -0.0298 0.0744 0.0741 0.095
H -2.61409 -3.21880 -4.26683 0.1380 0.2343 -0.4061 0.346
H 0.45637 -2.82567 -4.05551 0.1058 0.4162 0.2586 0.139
H -0.43099 -1.99668 -5.33132 -0.6025 0.2306 0.4246 0.528
C -3.02836 3.56572 2.61730 -0.1073 -1.0669 -0.4144 -0.597
C -3.38747 3.71817 4.07361 -1.0954 1.3840 0.0117 -0.712
C -4.72782 3.03176 4.47487 0.4484 -0.2446 -0.5924 -0.296
C -5.87305 3.49163 3.64320 -1.6268 0.1771 -1.4668 0.379
N -6.78161 3.79706 2.96472 2.3454 -0.6595 1.8324 -0.521
H -3.70723 4.10896 1.95994 0.1089 0.3425 0.0922 0.345
H -3.10776 2.53045 2.28560 0.3311 -0.1413 0.0110 -0.087
H -1.99345 3.88142 2.48540 -0.1552 0.0313 -0.3215 0.417
H -3.55898 4.79374 4.11640 0.1920 0.2050 0.8709 0.282
H -2.54028 3.45689 4.70774 -0.3565 -0.2126 0.1920 0.401
H -5.05425 3.07525 5.51394 0.3699 0.4716 0.1016 0.380
H -4.53472 1.97265 4.30424 -0.5113 -0.2385 -0.2614 0.061
C 6.84888 0.40024 -2.54782 -0.0020 0.2933 -1.2285 -1.079
C 6.26815 0.66395 -3.96482 -0.4821 0.9387 0.1490 -0.722
C 4.72746 0.43675 -4.11216 0.3494 -0.3565 0.8471 -0.914
C 3.82799 1.12185 -3.11837 -1.2411 1.7583 1.8909 -0.025
N 3.14627 1.69656 -2.33499 2.3734 -2.0496 -2.8373 -0.417
H 6.65476 1.19792 -1.83080 -0.4687 -0.0913 -0.0761 0.226
H 7.93203 0.40691 -2.66955 0.1305 -0.3792 0.1846 0.478
H 6.48860 -0.56184 -2.18353 0.1712 0.0716 0.1944 0.317
H 6.77969 0.07957 -4.72963 -0.2443 -0.7147 0.2217 0.516
H 6.53692 1.65456 -4.33163 -0.1870 0.4393 0.4615 0.375
H 4.61725 -0.63612 -3.95434 -0.4683 -0.1864 0.1637 0.503
H 4.35981 0.60545 -5.12433 0.0271 0.3320 0.0301 0.427
C -1.59373 -2.73136 2.65551 -0.3948 0.2876 0.2941 -1.232
C -2.20399 -1.37004 3.05400 0.2193 -0.8193 -0.5745 -0.329
C -3.40962 -1.05977 2.16800 -0.1929 0.0404 0.2496 0.039
C -3.23118 -1.30825 0.74908 0.3539 -0.0483 -1.9518 0.195
N -3.12898 -1.51035 -0.38977 -0.1042 0.2289 1.4800 -0.470
H -2.36270 -3.50297 2.69301 -0.1035 -0.1167 0.1162 0.421
H -0.79645 -3.03017 3.33605 0.1086 0.0598 -0.1658 0.444
H -1.24656 -2.72408 1.62230 0.2563 0.1282 0.1229 0.129
H -1.46431 -0.57470 2.96221 -0.0957 -0.0334 0.1586 0.257
H -2.61025 -1.42517 4.06395 0.3088 0.1455 0.1679 0.357
H -3.71197 -0.02161 2.30558 -0.1360 0.0273 -0.0810 -0.412
H -4.23032 -1.71686 2.45568 -0.2058 0.0883 0.1630 0.606
C -3.72996 2.44330 -1.20443 0.0993 0.0724 0.1210 -0.984
C -4.95969 1.86668 -0.51505 0.5890 -0.8661 -0.6920 0.141
C -6.12897 2.80648 -0.24600 0.0863 0.4333 0.4683 0.099
C -6.43365 3.80910 -1.30276 -0.0049 0.4287 -0.5842 0.126
N -6.63814 4.60093 -2.12837 0.2483 -1.1718 1.1970 -0.496
H -3.28241 3.23703 -0.60625 -0.1922 0.4240 -0.2355 0.241
H -3.97405 2.74942 -2.22169 0.1211 0.3758 0.0991 0.469
H -2.92261 1.71427 -1.27361 -0.2547 -0.3301 -0.0179 0.051
H -4.60512 1.41755 0.41268 -0.3307 0.1157 0.3132 -0.298
H -5.29001 1.01788 -1.11381 -0.1701 -0.0377 -0.0811 0.432
H -5.91918 3.31590 0.69452 0.0103 0.5637 -0.2093 -0.241
H -7.02151 2.24161 0.02305 -0.1597 -0.0295 -0.4203 0.426
C 1.37175 -1.36870 0.68874 0.6785 0.0190 -1.3311 -1.435
C 1.50112 -0.33527 -0.48707 -0.4816 -0.5531 1.8977 -0.285
C 0.14370 0.30174 -0.81318 0.3135 -0.1412 0.2017 0.469
C -0.62599 0.78889 0.34287 0.9315 0.1238 -0.4286 -0.338
N -1.22038 1.18072 1.24221 -0.2853 0.0285 0.2660 -0.237
H 2.36568 -1.79921 0.81078 0.1211 0.0918 0.5147 0.787
H 0.77246 -2.23904 0.42139 -0.3330 0.1126 -0.2384 0.159
H 0.97414 -0.96211 1.61862 0.2155 0.2027 -0.0444 0.227
H 1.93461 -0.79534 -1.37506 -0.3235 -0.2141 -0.1332 0.130
H 2.23061 0.42972 -0.22110 -0.1679 0.1278 0.1515 0.164
H -0.51379 -0.46087 -1.23060 0.0084 0.0836 -0.5864 -0.358
H 0.37784 1.12526 -1.48780 -0.6259 0.0442 -0.2514 0.289
C 6.06666 -0.35510 0.96319 -0.3877 -0.0929 1.5973 -1.266
C 5.47703 -0.51172 2.40809 0.0781 0.7523 -0.7264 -0.078
C 6.18808 -1.53773 3.26825 -0.1493 -0.9975 -0.0949 -0.728
C 7.58345 -1.24041 3.55989 0.8516 0.6768 0.1874 0.210
N 8.68655 -0.96554 3.76293 -0.7197 -0.2731 -0.0926 -0.441
H 5.55343 0.45811 0.44998 0.1061 -0.0831 -0.0847 0.275
H 5.96558 -1.27907 0.39384 -0.0081 0.0341 -0.0178 0.454
H 7.12016 -0.11557 1.10768 0.1046 0.0628 -0.4214 0.408
H 4.40381 -0.70160 2.39206 0.0340 -0.4191 -0.1605 0.083
H 5.54411 0.43622 2.94195 0.1528 0.2487 -0.1391 0.339
H 6.21255 -2.51384 2.78375 -0.1568 -0.1239 -0.2499 0.299
H 5.64909 -1.72214 4.19755 0.0692 0.2181 0.1705 0.392


3.
9
Properties=species:S:1:pos:R:3:forces:R:3:mulliken_charge:R:1 method="wB97M-V/def2-TZVPD" energy_ha=-407.23530 multiplicity=6 s2=8.766 charge=+1
H 1.34694 -1.07482 -0.35266 -0.0459 0.0237 0.4246 0.304
O -1.21222 0.54507 -0.57871 0.7840 0.5569 -1.1564 -0.181
O -1.36088 -0.82062 -1.01905 0.0182 0.3269 0.3731 -0.377
C 0.02927 0.78896 -0.06624 0.6201 3.5192 -2.9863 -0.078
H 0.13807 1.81696 0.29632 -0.2469 -0.5280 0.0106 0.469
Ir -1.53928 -1.44809 0.78617 -1.2164 -1.8140 0.2893 1.198
O 0.14978 -0.34059 1.27033 1.4735 -1.9102 3.9913 -0.510
C 1.03196 -0.22783 0.26614 -0.8813 -0.9858 -0.5782 -0.078
H 1.41636 0.76095 -0.60230 -0.5053 0.8113 -0.3679 0.253


4.
64
Properties=species:S:1:pos:R:3:forces:R:3:mulliken_charge:R:1 method="wB97M-V/def2-TZVPD" de_lowest_ev=9.911 charge=-2
C 5.19042 4.22212 -2.25909 0.4928 -0.6367 0.9540 -0.915
C 4.68460 3.39875 -3.40845 -0.5728 2.5658 -3.2227 0.548
O 4.53418 3.91372 -4.50742 0.2300 -1.8625 2.0073 -0.473
N 4.24060 1.92090 -3.32149 1.6802 0.6560 0.1388 -0.098
H 3.52450 1.85127 -2.61266 -0.2097 -0.4866 1.0688 0.321
H 3.80263 1.67062 -4.19650 -0.3891 0.5055 -0.4224 0.354
C 5.46565 0.95277 -3.21542 -1.8390 0.2959 0.4749 -0.721
H 5.61584 5.19227 -2.51586 -0.3057 -0.2548 -1.0514 0.327
H 6.01280 3.73924 -1.73127 -0.3705 -0.4252 0.4444 0.334
H 4.38986 4.48234 -1.56664 -0.1323 -0.5853 0.2446 0.302
H 5.73831 0.78298 -4.25701 0.6271 0.3240 0.3409 0.309
H 5.04904 0.02649 -2.81975 0.2889 0.0866 0.2528 0.356
H 6.15686 1.41203 -2.50873 0.2257 -0.3598 -0.3141 0.340
C -5.11910 1.66273 4.55840 -0.3008 0.7534 -0.5292 -1.068
C -5.00743 2.06182 3.03012 -1.5334 3.3892 1.3498 0.571
O -5.42216 3.13029 2.54595 1.7122 -4.4260 1.3466 -0.486
N -4.38393 1.00124 2.19464 -1.6666 0.7367 -0.0184 0.098
H -3.74345 1.41760 1.53395 0.8190 0.2376 -0.5133 0.324
H -3.89232 0.39199 2.83279 0.9541 -0.7530 0.2641 0.233
C -5.41607 0.17809 1.45152 0.5308 -0.7687 0.0896 -0.874
H -5.31780 2.55818 5.14729 -0.0456 0.1731 -0.4158 0.321
H -4.29996 1.17435 5.08620 0.6828 -0.0460 -0.8705 0.429
H -5.95411 0.99185 4.76031 -0.2904 -0.0654 -0.5581 0.322
H -6.04102 -0.36349 2.16161 0.2539 0.1259 0.1708 0.351
H -4.76804 -0.53232 0.93824 -0.5284 -0.0930 -0.3468 0.384
H -6.07155 0.73412 0.78123 0.6145 0.3638 0.0776 0.360
C 0.36003 -2.91534 -1.74034 0.7985 -0.6000 0.1963 -1.059
C 0.27600 -4.34008 -2.21757 3.3205 -0.2320 1.5303 0.600
O 1.13433 -5.19652 -2.04050 -3.2997 1.7794 -1.0977 -0.459
N -1.00880 -4.67201 -2.96882 0.6249 -1.1067 -1.6383 -0.074
H -1.59794 -5.31500 -2.45935 0.1775 -0.8165 0.4270 0.379
H -1.66679 -3.92753 -3.15022 0.0362 1.4657 -0.0060 0.283
C -0.58535 -5.26573 -4.32099 -0.1641 -0.6563 0.2549 -0.843
H -0.33381 -2.85816 -0.90165 -0.5229 0.7016 -0.2282 0.358
H 0.30723 -2.15803 -2.52252 -1.0300 -0.0727 0.0279 0.343
H 1.33388 -2.71993 -1.29142 0.0922 -0.5448 0.0707 0.376
H 0.07704 -6.11143 -4.13627 -0.0688 0.1841 0.2738 0.402
H -0.03426 -4.53241 -4.90977 -0.3411 0.1913 0.2660 0.327
H -1.45516 -5.64584 -4.85674 -0.0588 0.4111 0.1200 0.350
O 1.09004 1.66575 -0.55058 1.0080 -0.6539 -2.2908 -0.437
C -0.05136 1.54434 0.13293 -4.8148 0.6508 2.7623 0.652
O 0.09793 1.80491 1.34173 1.1400 -0.0050 1.1962 -0.760
O -1.19500 1.29070 -0.30300 0.4435 -0.5355 -2.3604 -0.760
H 1.52961 1.66834 0.30287 1.9609 0.4222 0.4973 0.319
O -0.10443 -1.47653 3.56040 0.7306 0.4366 -0.4825 -0.404
C -1.13252 -2.24340 3.95863 -1.1695 -1.7244 0.9493 0.652
O -0.91793 -3.41410 4.25901 1.6793 -1.4790 -0.1387 -0.769
O -2.28706 -1.78774 4.04750 -1.8195 2.6464 -0.7811 -0.740
H -0.44780 -0.59388 3.40350 -0.0046 0.3105 -0.0012 0.280
O -4.62987 0.17401 -3.01179 -1.2282 1.5040 0.8505 -0.466
C -4.58278 -0.70074 -4.03029 2.8638 -2.7367 -2.0494 0.632
O -5.41842 -0.74584 -4.92161 -1.6824 0.9699 0.3763 -0.689
O -3.54029 -1.46185 -4.05851 0.1497 0.2220 0.9667 -0.800
H -3.75026 0.31748 -2.65502 0.2864 -0.4880 -0.0351 0.335
O 0.88931 1.74560 5.58471 -0.0920 -0.2631 -1.2546 -0.412
C 0.27919 2.62274 6.38748 0.5962 1.3863 5.5994 0.615
O -0.29310 3.65610 6.10706 -2.0891 2.5278 -5.3410 -0.704
O 0.41750 2.50634 7.62304 1.3434 -3.2846 1.7392 -0.810
H 0.77232 2.14364 4.71899 0.0604 -0.2011 -0.6282 0.315
O 4.74326 -0.50612 0.87977 -2.4031 -1.0488 -2.6149 -0.449
C 5.76197 0.06471 1.49196 0.6718 2.3189 0.2859 0.651
O 6.10216 -0.51197 2.47386 1.9684 -3.5617 4.6660 -0.736
O 6.20687 1.13551 1.14365 0.8214 3.2858 -3.0406 -0.752
H 4.68590 -1.21194 1.52793 -0.9126 -0.8541 -0.0296 0.308


What is the charge in the fourth record?
-2